{
  "formula": "C6H16N2",
  "method": "ωB97M-V/def2-TZVPD",
  "symbols": ["C", "N", "C", "C", "C", "N", "C", "C", "H", "H", "H", "H", "H", "H", "H", "H", "H", "H", "H", "H", "H", "H", "H", "H"],
  "coordinates": [[-1.21295, -1.25846, 0.62694], [-0.35170, -1.79740, -0.33456], [1.45715, 0.61454, -1.25993], [1.11529, 1.82636, -0.41810], [0.20010, 1.60115, 0.81959], [0.76138, 0.99561, 1.94579], [0.53536, 0.48870, -2.47380], [-2.24819, -2.23824, 1.20711], [-0.64602, -0.82093, 1.51577], [-1.68487, -0.43381, 0.10958], [1.26361, -0.25553, -0.61031], [2.49809, 0.64611, -1.58210], [2.03438, 2.23009, 0.01217], [0.65021, 2.61698, -1.00247], [-0.21313, 2.59531, 1.05884], [-0.76064, 1.13665, 0.53394], [1.17718, 0.11479, 1.62012], [0.33224, -2.40955, 0.12907], [-0.39623, 0.00631, -2.17974], [0.38783, 1.43749, -3.00506], [0.96621, -0.19632, -3.20915], [-3.25360, -1.81533, 1.23527], [-2.33777, -3.13883, 0.59388], [-2.02224, -2.60648, 2.21616]],
  "forces_ev_per_angstrom": [[0.094, -0.382, -0.780], [0.916, 0.747, 0.746], [-0.789, 0.392, -0.122], [0.748, -0.161, 0.538], [-1.099, 1.622, -0.353], [-0.728, -1.262, -0.417], [0.340, -0.554, -0.317], [-0.220, -1.056, 0.658], [0.290, 0.426, 0.182], [-0.651, 0.232, 0.259], [0.367, -0.298, -0.315], [0.033, -0.142, 0.198], [-0.010, 0.220, -0.101], [-0.064, 0.051, -0.090], [0.480, -0.014, 0.472], [0.508, -0.407, -0.523], [0.227, 0.093, 0.083], [-0.579, -0.583, -0.120], [-0.221, 0.391, -0.050], [-0.142, -0.117, 0.316], [0.054, -0.023, 0.044], [0.174, 0.320, 0.008], [0.151, 0.202, -0.156], [0.121, 0.304, -0.157]],
  "lowdin_charge": [-0.42, 0.09, -0.27, -0.19, -0.38, 0.12, -0.12, -0.08, 0.11, 0.08, 0.07, 0.11, 0.11, 0.11, 0.11, 0.10, 0.02, 0.05, 0.05, 0.07, 0.07, 0.07, 0.07, 0.07],
  "energy_ha": -347.46325,
  "multiplicity": 1,
  "relative_energy_kcal_mol": 164.14,
  "gap_ev": 4.5,
  "e_lumo_ha": -0.111,
  "homo_ha": -0.278
}

***

{
  "formula": "C6H16N2",
  "method": "ωB97M-V/def2-TZVPD",
  "symbols": ["C", "C", "N", "C", "C", "C", "C", "N", "H", "H", "H", "H", "H", "H", "H", "H", "H", "H", "H", "H", "H", "H", "H", "H"],
  "coordinates": [[0.08338, 1.77082, 2.96979], [1.21434, 1.54518, 1.98659], [1.46595, 0.14315, 1.61534], [0.31383, -0.39213, 0.89779], [0.41776, -0.16389, -0.62456], [-0.30919, -1.23693, -1.45213], [-1.05610, -0.62243, -2.62414], [-1.70717, -1.62432, -3.48081], [0.05247, 2.77481, 3.38818], [0.21375, 1.08748, 3.81938], [-0.89989, 1.51871, 2.58139], [1.10540, 2.14759, 1.10345], [2.14040, 1.87440, 2.46740], [1.58924, -0.36235, 2.47910], [0.21932, -1.47747, 1.00212], [-0.63851, -0.06517, 1.30485], [1.47572, -0.15303, -0.83133], [-0.01081, 0.81154, -0.87080], [-1.08082, -1.70911, -0.84412], [0.43318, -1.93872, -1.82943], [-1.77181, 0.13618, -2.28841], [-0.37101, 0.01302, -3.20851], [-1.48804, -2.54446, -3.12751], [-1.39138, -1.53286, -4.43365]],
  "forces_ev_per_angstrom": [[-0.311, -0.603, 0.599], [1.002, -0.179, 0.718], [-0.851, 0.458, -0.134], [-0.003, -1.136, -0.698], [-0.695, 0.193, 0.682], [-0.203, 0.998, -0.033], [0.349, 0.630, -0.754], [0.012, 0.425, 0.433], [0.057, 0.141, -0.207], [0.108, 0.125, 0.009], [-0.101, 0.235, -0.225], [-0.141, 0.188, -0.564], [-0.026, 0.198, -0.081], [0.067, -0.238, 0.141], [0.606, -0.084, 0.328], [-0.298, 0.448, -0.101], [0.342, 0.112, -0.327], [0.205, 0.097, -0.073], [0.213, -0.475, 0.172], [-0.229, -0.387, 0.112], [-0.274, -0.354, 0.379], [0.167, -0.406, -0.062], [-0.004, -0.137, -0.272], [0.009, -0.248, -0.042]],
  "lowdin_charge": [-0.11, -0.29, -0.07, -0.26, -0.19, -0.22, -0.32, -0.01, 0.07, 0.08, 0.06, 0.10, 0.11, 0.09, 0.11, 0.10, 0.11, 0.10, 0.11, 0.11, 0.10, 0.11, 0.05, 0.06],
  "energy_ha": -347.68943,
  "multiplicity": 1,
  "relative_energy_kcal_mol": 22.21,
  "gap_ev": 10.1,
  "e_lumo_ha": 0.041,
  "homo_ha": -0.329
}

***

{
  "formula": "C6H16N2",
  "method": "ωB97M-V/def2-TZVPD",
  "symbols": ["C", "N", "C", "C", "C", "N", "C", "C", "H", "H", "H", "H", "H", "H", "H", "H", "H", "H", "H", "H", "H", "H", "H", "H"],
  "coordinates": [[-1.45413, 0.75519, 0.11703], [-1.41231, 0.49459, 1.39370], [1.59605, 0.08421, 1.81682], [2.33205, 0.67765, 0.59082], [2.48164, -0.36379, -0.55160], [2.55929, 0.06899, -1.78357], [-2.72365, 0.62999, -0.72261], [-3.20639, -0.82437, -0.68050], [-0.58719, 1.01233, -0.52850], [-1.28151, -0.43686, 0.68487], [1.05803, 0.87731, 2.32960], [0.83218, -0.60699, 1.49487], [2.34532, -0.31901, 2.49504], [1.62444, 1.36178, 0.12253], [3.34757, 1.01559, 0.76378], [0.53963, -1.25868, -0.68711], [1.20988, -0.86498, -0.49925], [3.14807, -1.20995, -0.28548], [3.51120, 0.32866, -2.02502], [-3.50064, 1.26315, -0.29838], [-2.50749, 0.94353, -1.74453], [-4.10625, -1.04882, -1.25070], [-3.38749, -1.12283, 0.34948], [-2.41831, -1.45669, -1.10129]],
  "forces_ev_per_angstrom": [[-0.849, 0.102, -0.193], [0.179, -0.260, -1.146], [1.300, 1.152, 0.080], [-3.545, -2.044, -0.299], [4.528, 1.558, -1.485], [-0.355, 1.776, 1.531], [-0.309, -0.121, -0.127], [0.306, -0.243, -0.168], [0.317, 0.335, 0.296], [0.036, -0.129, 1.096], [0.053, -0.059, 0.145], [0.125, -0.396, 0.242], [-0.311, -0.502, 0.159], [0.726, 0.881, 0.141], [-0.072, 0.285, -0.084], [0.323, 0.094, 0.406], [-2.361, -1.135, -0.048], [-0.164, -0.145, 0.424], [0.164, -1.599, -1.085], [0.060, 0.227, 0.042], [-0.106, 0.036, -0.026], [-0.037, 0.374, -0.067], [0.036, -0.021, 0.081], [-0.045, -0.166, 0.086]],
  "lowdin_charge": [-0.32, 0.05, -0.13, -0.20, -0.43, -0.01, -0.22, -0.12, 0.10, 0.11, 0.06, 0.02, 0.07, 0.09, 0.12, 0.17, 0.04, 0.12, 0.05, 0.11, 0.10, 0.07, 0.07, 0.07],
  "energy_ha": -347.38832,
  "multiplicity": 1,
  "relative_energy_kcal_mol": 211.16,
  "gap_ev": 7.2,
  "e_lumo_ha": -0.024,
  "homo_ha": -0.289
}

***

{
  "formula": "C6H16N2",
  "method": "ωB97M-V/def2-TZVPD",
  "symbols": ["C", "N", "C", "C", "C", "C", "N", "C", "H", "H", "H", "H", "H", "H", "H", "H", "H", "H", "H", "H", "H", "H", "H", "H"],
  "coordinates": [[1.26361, 0.46380, -2.02214], [0.49118, -0.29610, -1.09435], [3.19004, -2.22996, -0.45322], [-1.57067, 0.97345, -1.18179], [-0.38012, 0.44564, -0.36291], [-1.01614, -0.42964, 0.80736], [-1.79743, 0.32984, 1.62828], [-1.12737, 0.91886, 2.73886], [2.00301, -0.19495, -2.47149], [0.67752, 0.96771, -2.79777], [1.83190, 1.27950, -1.53818], [2.48871, -3.05958, -0.47821], [3.72796, -2.09462, -1.37999], [3.81936, -2.26371, 0.42716], [-1.24357, 1.62440, -1.98914], [-2.04435, 0.13945, -1.69679], [-2.25157, 1.49461, -0.50864], [0.11064, 1.36458, 0.03987], [2.49942, -1.37997, -0.33708], [-1.59776, -1.19257, 0.27834], [-0.16440, -0.88763, 1.30662], [-1.73682, 0.72208, 3.61985], [-1.08248, 2.00795, 2.66533], [-0.11929, 0.53852, 2.97152]],
  "forces_ev_per_angstrom": [[1.523, 0.148, 0.979], [-1.420, -0.370, -0.780], [-1.238, 0.787, 0.379], [-0.345, -0.690, -0.198], [0.665, 1.653, -1.345], [-0.807, -1.060, 1.313], [0.706, 0.517, -0.618], [0.069, -0.339, 0.702], [-0.026, 0.052, -0.272], [-0.299, -0.254, -0.010], [-0.029, 0.086, 0.059], [0.378, -0.415, -0.150], [0.252, -0.233, -0.100], [0.280, -0.187, -0.054], [0.323, 0.249, 0.185], [-0.326, -0.145, 0.219], [-0.088, -0.108, 0.075], [-0.105, 0.083, 0.038], [0.402, -0.017, -0.033], [0.101, 0.074, -0.228], [0.300, -0.012, 0.067], [-0.178, 0.083, 0.277], [-0.073, 0.096, -0.153], [-0.063, 0.002, -0.353]],
  "lowdin_charge": [-0.16, -0.01, -0.05, -0.04, -0.46, -0.25, 0.00, -0.16, 0.06, 0.08, 0.09, 0.02, 0.01, 0.01, 0.07, 0.09, 0.08, 0.14, -0.01, 0.12, 0.11, 0.08, 0.08, 0.08],
  "energy_ha": -347.49875,
  "multiplicity": 1,
  "relative_energy_kcal_mol": 141.86,
  "gap_ev": 5.0,
  "e_lumo_ha": -0.082,
  "homo_ha": -0.265
}

***

{
  "formula": "C6H16N2",
  "method": "ωB97M-V/def2-TZVPD",
  "symbols": ["C", "C", "C", "C", "C", "C", "N", "N", "H", "H", "H", "H", "H", "H", "H", "H", "H", "H", "H", "H", "H", "H", "H", "H"],
  "coordinates": [[-1.40030, 1.65073, 0.59278], [1.54090, 0.69186, -1.11398], [1.72109, 0.25864, 1.40494], [1.12066, -1.63930, -0.12963], [-1.55639, 0.16113, 0.42544], [1.15945, -0.17216, 0.04358], [-3.00654, -1.52323, -0.70712], [-2.22087, -0.27851, -0.68243], [-2.10696, 2.05252, 1.40093], [-1.71191, 2.24476, -0.29326], [-0.39544, 1.86073, 0.81835], [2.64276, 0.49512, -1.38050], [0.91210, 0.51904, -1.93182], [1.45633, 1.74398, -0.92906], [2.80558, 0.30025, 1.47631], [1.12654, -0.24843, 2.27443], [1.48694, 1.27748, 1.72305], [0.93813, -2.25477, 0.75209], [1.96545, -2.08705, -0.48962], [0.34775, -1.80709, -0.76581], [-1.37607, -0.42057, 1.33933], [-2.82450, -2.02929, -1.46489], [-3.00808, -2.13250, 0.14910], [-2.43339, 0.33563, -1.48584]],
  "forces_ev_per_angstrom": [[-2.623, 0.243, 0.185], [1.830, -0.732, 0.929], [-2.318, 0.197, 1.113], [-0.603, 0.883, 2.149], [1.233, 1.050, -0.023], [0.537, 0.937, 2.312], [-1.211, 2.859, 4.443], [-0.686, -1.945, -0.334], [1.024, -0.468, -0.707], [0.375, -0.573, 0.199], [1.132, 0.634, 0.489], [-1.335, 0.232, -0.003], [-0.724, -0.608, -1.626], [0.027, 0.663, 0.527], [0.331, -0.894, 0.212], [1.737, 0.016, -1.439], [-0.234, 0.558, -0.747], [-0.336, 0.574, 0.495], [2.706, -0.872, -1.520], [-2.327, -1.065, -2.277], [-0.498, -0.267, -0.925], [1.424, -2.432, -3.687], [0.515, 1.581, -1.063], [0.023, -0.571, 1.300]],
  "lowdin_charge": [-0.11, -0.09, -0.11, -0.11, -0.22, -0.41, 0.03, -0.09, 0.09, 0.08, 0.01, 0.11, 0.05, 0.06, 0.07, 0.10, 0.04, 0.08, 0.05, 0.03, 0.11, -0.01, 0.10, 0.14],
  "energy_ha": -347.50932,
  "multiplicity": 1,
  "relative_energy_kcal_mol": 135.23,
  "gap_ev": [7.6, 6.5],
  "e_lumo_ha": [0.034, 0.034],
  "homo_ha": [-0.243, -0.206]
}